{
  "formula": "C22H41N4NdO4P2",
  "method": "the ωB97M-V functional and the def2-TZVPD basis",
  "species": ["H", "H", "H", "N", "H", "H", "H", "C", "H", "H", "N", "P", "H", "H", "H", "H", "H", "H", "H", "O", "H", "C", "H", "C", "C", "H", "C", "H", "C", "C", "C", "H", "C", "H", "H", "H", "C", "H", "N", "H", "C", "H", "H", "N", "Nd", "O", "C", "H", "H", "C", "H", "C", "C", "O", "H", "O", "C", "H", "H", "C", "C", "C", "H", "H", "P", "C", "H", "H", "C", "H", "C", "H", "H", "H"],
  "xyz": [[1.418, -1.857, 5.585], [-4.685, 0.788, -3.031], [-0.834, 3.875, -0.137], [1.322, 0.713, -3.021], [-0.454, 3.591, 1.554], [-1.086, 0.106, -4.114], [-4.310, 1.503, 0.002], [4.166, -3.321, 1.759], [-3.872, -0.209, -1.821], [3.852, -1.792, 0.303], [-0.507, -1.971, -2.373], [-2.075, 1.968, 0.788], [-2.088, 1.940, -4.879], [4.130, -4.892, 3.233], [-0.410, -2.955, 1.514], [1.815, -0.175, -2.957], [-2.905, 3.834, -1.450], [0.503, 1.934, -4.513], [2.821, 2.320, 3.576], [0.040, -3.556, 2.139], [-4.171, 3.150, 0.581], [1.368, -3.428, 1.973], [0.446, -2.277, -2.176], [-3.443, 2.883, -1.443], [0.116, -1.553, -4.741], [-1.820, -2.121, -4.007], [2.307, 1.648, 4.261], [1.708, 0.806, -5.103], [-3.721, 0.372, -2.732], [3.530, -4.221, 2.630], [1.210, -1.621, 0.270], [2.540, -1.575, 4.232], [-1.264, 3.602, 0.828], [3.857, 1.376, 5.701], [1.695, 2.233, 4.947], [0.262, -1.011, 3.494], [0.860, 0.909, -4.423], [-1.867, 3.469, -4.019], [0.956, 1.285, 1.109], [1.166, -1.723, -4.468], [-2.484, 2.573, -4.088], [0.020, -1.991, -5.734], [2.050, 1.400, -2.824], [1.399, 0.765, 3.474], [-0.187, 0.310, -0.921], [2.575, -0.198, 5.780], [0.769, -0.361, 4.207], [1.670, -4.986, 3.399], [-1.622, 1.489, 3.122], [-0.772, -2.333, -3.795], [-3.385, -0.313, -3.512], [-2.517, 1.664, 2.524], [3.393, -2.490, 0.991], [-0.078, -1.522, 0.453], [-1.991, 4.367, 1.106], [1.716, -0.860, -0.637], [1.861, -1.093, 4.948], [-0.604, 0.206, -5.782], [5.244, -3.295, 1.690], [3.274, 0.767, 5.014], [-0.241, -0.061, -4.787], [2.158, -4.282, 2.738], [-3.501, 2.868, -4.356], [-3.044, 2.530, 2.928], [-2.497, 1.707, -2.489], [1.984, -2.517, 1.086], [-4.399, 3.070, -1.939], [3.956, 0.271, 4.315], [1.163, 1.008, 2.219], [-1.078, -2.560, -1.770], [-3.665, 2.386, -0.013], [-3.157, 0.786, 2.607], [0.042, 0.053, 4.906], [-0.625, -3.405, -3.931]],
  "atomic_forces_ev_per_a": [[0.062, -0.012, 0.064], [0.003, -0.016, -0.025], [-0.017, -0.052, -0.029], [-0.050, 0.120, 0.075], [0.001, 0.011, 0.024], [0.004, 0.022, 0.061], [0.015, -0.015, -0.032], [-0.148, -0.099, 0.093], [0.042, 0.033, 0.031], [-0.054, 0.007, -0.010], [0.127, 0.100, -0.020], [-0.048, -0.108, -0.206], [-0.008, -0.008, 0.010], [0.001, 0.023, -0.027], [0.076, -0.038, 0.229], [0.071, -0.072, -0.025], [0.017, 0.000, 0.052], [-0.048, 0.038, 0.019], [0.019, -0.006, -0.002], [-0.052, 0.292, -0.309], [-0.032, 0.031, -0.028], [-0.126, -0.130, 0.062], [-0.034, -0.007, 0.024], [-0.088, 0.010, -0.036], [0.191, -0.045, -0.074], [-0.022, -0.007, -0.010], [-0.306, -0.120, -0.279], [-0.025, -0.028, -0.071], [-0.121, -0.025, -0.088], [0.144, -0.035, 0.045], [-0.247, 0.329, -0.177], [0.003, -0.018, 0.010], [-0.033, 0.122, 0.097], [0.025, -0.048, 0.069], [-0.017, 0.011, 0.065], [-0.008, -0.025, -0.028], [0.259, 0.039, 0.145], [-0.014, -0.004, 0.004], [-0.156, -0.073, -0.198], [-0.035, 0.093, 0.022], [-0.120, 0.087, -0.039], [-0.026, 0.001, -0.001], [-0.033, 0.008, -0.012], [0.026, 0.161, -0.272], [-0.529, 0.731, -0.607], [0.021, 0.001, -0.111], [0.027, 0.275, -0.299], [0.009, 0.023, -0.021], [0.015, 0.022, -0.053], [-0.154, -0.055, 0.212], [0.006, 0.016, -0.006], [-0.041, 0.089, 0.074], [-0.019, 0.031, 0.000], [0.242, -0.407, 0.044], [0.045, 0.034, 0.043], [0.670, -1.117, 0.537], [0.124, -0.084, 0.134], [0.046, -0.030, -0.013], [-0.015, -0.006, 0.005], [0.068, -0.109, 0.180], [-0.158, -0.040, -0.077], [0.237, 0.064, -0.012], [0.028, 0.019, -0.026], [-0.008, -0.040, 0.053], [0.012, -0.031, 0.118], [0.220, -0.115, 0.065], [-0.047, 0.012, 0.032], [0.034, -0.025, -0.033], [0.139, 0.135, 0.661], [-0.052, 0.022, -0.083], [-0.100, 0.071, 0.020], [-0.014, 0.007, -0.037], [-0.029, -0.002, 0.039], [0.003, -0.038, -0.044]],
  "orbital_gap_ev": [8.040, 8.402],
  "s_squared": 3.75,
  "spin_multiplicity": 4,
  "total_charge": 2
}

---

{
  "formula": "C2H7ClO2Si",
  "method": "the ωB97M-V functional and the def2-TZVPD basis",
  "species": ["H", "O", "O", "C", "H", "Si", "H", "Cl", "H", "H", "C", "H", "H"],
  "xyz": [[1.646, -1.946, -1.349], [-1.183, 0.018, 0.309], [0.754, -2.056, 0.890], [-0.848, 1.310, 0.787], [-1.247, -0.774, -1.671], [0.874, -1.252, -0.504], [-1.145, 1.632, 1.730], [2.603, 1.068, -0.288], [-1.166, 1.999, -0.047], [0.257, 1.235, 0.751], [-0.588, -0.154, -0.969], [-0.207, 0.723, -1.334], [0.251, -1.804, 1.693]],
  "atomic_forces_ev_per_a": [[1.779, -1.725, -2.006], [-1.788, -0.705, 0.379], [-0.184, 0.140, 0.430], [2.356, 0.295, -3.610], [0.529, 1.293, 0.842], [-0.424, 3.598, 2.473], [-1.180, -0.226, 1.574], [-1.271, -1.976, -0.130], [0.238, 0.011, 1.235], [-0.268, 1.216, 0.461], [-0.781, -4.202, 0.937], [0.610, 2.232, -1.496], [0.384, 0.048, -1.091]],
  "orbital_gap_ev": 9.209
}

---

{
  "formula": "C5H7N2O",
  "method": "the ωB97M-V functional and the def2-TZVPD basis",
  "species": ["H", "C", "H", "N", "H", "N", "C", "H", "C", "C", "H", "H", "C", "O", "H"],
  "xyz": [[-2.465, 0.663, 0.291], [1.861, -1.165, -0.179], [-0.827, -1.026, 1.359], [0.632, 0.626, 0.001], [-0.488, 2.338, -0.538], [2.419, 0.951, 0.053], [0.547, -0.632, -0.121], [-1.307, -1.913, -0.263], [-0.882, -0.954, 0.286], [-0.528, 1.426, 0.051], [-1.673, 0.289, -1.374], [-0.666, 1.595, 1.109], [-1.550, 0.285, -0.299], [2.786, -0.206, -0.127], [2.141, -2.276, -0.247]],
  "atomic_forces_ev_per_a": [[0.844, -1.268, -1.426], [-0.350, -2.958, -0.308], [-0.528, -0.150, 0.392], [7.044, 2.861, -0.929], [-0.014, -0.149, -0.064], [-4.923, 1.833, -0.336], [1.428, -1.101, 1.249], [0.924, 1.784, 1.651], [-0.682, -2.779, -3.497], [-0.942, -0.826, 0.841], [-0.371, -0.479, -0.094], [-0.165, 0.901, 0.345], [-1.500, 2.793, 2.036], [-0.803, -2.740, 0.114], [0.038, 2.279, 0.025]],
  "orbital_gap_ev": [9.150, 9.148],
  "total_charge": 1
}

---

{
  "formula": "C11H18F8I2NbO",
  "method": "the ωB97M-V functional and the def2-TZVPD basis",
  "species": ["C", "H", "C", "F", "C", "C", "C", "C", "H", "I", "C", "C", "H", "H", "H", "F", "C", "I", "H", "H", "H", "H", "H", "H", "H", "F", "F", "O", "H", "H", "C", "Nb", "C", "H", "F", "F", "H", "F", "F", "H", "H"],
  "xyz": [[-0.916, -3.216, -0.357], [2.563, -0.557, -2.043], [1.545, -6.152, 0.833], [-0.267, -3.823, -1.371], [1.588, -0.328, -2.476], [1.191, -4.921, 1.682], [-2.215, -3.976, -0.058], [1.436, 1.837, -1.056], [1.630, -0.489, -3.554], [2.662, 0.896, 0.421], [-0.233, 5.785, 0.250], [-2.190, 4.694, 1.488], [-1.532, 4.722, 2.364], [-2.227, 5.488, -0.514], [0.491, -1.963, 0.566], [-2.931, -4.074, -1.200], [-1.760, 5.729, 0.447], [-0.028, 1.921, -3.663], [-2.148, 3.682, 1.079], [2.525, -6.016, 0.376], [2.523, 4.565, -0.008], [0.854, -1.034, -2.069], [-2.136, 6.717, 0.761], [1.451, 4.786, -2.160], [-3.213, 4.883, 1.838], [-1.339, -1.995, -0.786], [2.190, -4.805, 2.591], [1.176, -3.792, 0.932], [-0.859, 3.475, -1.046], [0.027, 6.627, -0.407], [1.168, 1.087, -2.132], [0.859, 4.004, -0.602], [0.053, -2.933, 0.802], [-2.808, -3.441, 0.687], [-1.967, -5.226, 0.381], [0.623, -6.352, -0.124], [0.229, 5.965, 1.230], [1.566, -7.242, 1.636], [0.056, -5.113, 2.372], [-0.478, -2.822, 1.747], [0.842, 3.409, 1.143]],
  "atomic_forces_ev_per_a": [[0.121, -0.166, 0.009], [-0.083, 0.024, -0.003], [0.085, 0.074, 0.058], [0.012, 0.006, -0.034], [-0.058, 0.170, 0.054], [0.109, 0.161, 0.034], [0.005, 0.156, 0.028], [-0.854, -0.278, -0.390], [0.012, 0.073, 0.086], [-0.007, -0.099, -0.001], [-0.716, -1.090, 0.199], [-0.052, 0.088, 0.051], [-0.042, 0.017, -0.086], [-0.044, 0.096, 0.136], [0.036, 0.036, -0.009], [-0.030, -0.004, -0.027], [0.175, 0.136, 0.020], [-0.078, 0.125, -0.004], [0.094, 0.062, 0.004], [0.019, 0.005, -0.014], [0.008, 0.069, 0.182], [0.059, 0.040, -0.024], [0.009, -0.095, -0.052], [0.829, 0.102, 0.389], [0.072, -0.050, -0.086], [0.006, 0.067, -0.050], [0.056, 0.018, 0.145], [-0.118, -0.200, -0.565], [-0.239, -0.090, 0.193], [0.189, -0.171, -0.162], [0.495, -0.215, 0.407], [-0.796, 0.560, -0.468], [0.117, 0.308, 0.362], [-0.001, -0.001, 0.012], [0.150, -0.146, 0.096], [-0.154, 0.014, -0.064], [0.165, 0.048, -0.123], [0.013, -0.071, 0.023], [-0.260, -0.040, 0.003], [-0.109, -0.120, -0.025], [0.804, 0.381, -0.306]],
  "orbital_gap_ev": 7.076,
  "total_charge": -1
}